Molecular formula: C5H11LuO4
Method: DFT, ωB97M-V with the def2-TZVPD basis set

Computed properties:
LUMO level (alpha / beta) (eV): -4.400 / -4.815
Total charge: +1
Molecular weight (Da): 310.11
Highest occupied orbital energy (alpha / beta) (eV): -13.93 / -13.68
Multiplicity: 2

Geometry (Å):
O1 -0.1993 2.3656 1.6228
Lu1 0.0774 1.6454 -0.3817
O2 1.9052 1.6817 -0.8965
C1 2.7939 0.8877 -0.1925
C2 2.1944 -0.4606 0.1958
O3 0.7811 -0.4404 0.1460
C3 -0.0227 -1.5367 -0.2283
C4 -1.4365 -1.0956 0.0591
O4 -1.6304 0.2215 -0.4480
C5 -2.9319 0.7328 -0.1812
H1 3.1397 1.3810 0.7424
H2 3.7243 0.6769 -0.7575
H3 2.3297 -0.5400 1.4336
H4 2.4390 -1.1355 -0.6418
H5 0.2235 -2.4327 0.3596
H6 0.1494 -1.7486 -1.2943
H7 -1.5747 -1.0447 1.1519
H8 -2.1619 -1.7829 -0.3987
H9 -2.9681 1.7913 -0.4601
H10 -3.6810 0.1420 -0.7266
H11 -3.1512 0.6917 0.8960



Molecular formula: C5H11N
Method: DFT, ωB97M-V with the def2-TZVPD basis set

Computed properties:
LUMO level (alpha / beta) (eV): 3.978 / 3.820
Energy above the lowest of the compared OMol25 structures with the same formula, charge and spin (kcal/mol): 22.77
Total charge: -1
Molecular weight (Da): 85.15
Highest occupied orbital energy (alpha / beta) (eV): 1.51 / -4.12
Multiplicity: 2

Geometry (Å):
C1 0.1432 2.7217 -0.4704
C2 1.1036 1.5883 -0.1556
C3 0.6130 0.2267 -0.4887
C4 -0.2473 -0.5250 0.2240
N1 -0.7562 -1.7498 -0.2357
C5 -1.0192 -2.7731 0.7945
H1 -0.7530 2.6711 0.1369
H2 0.6865 3.6629 -0.4447
H3 -0.1491 2.5964 -1.5204
H4 1.3379 1.5522 0.9202
H5 2.0258 1.6903 -0.7407
H6 0.8975 -0.1929 -1.4536
H7 -0.3863 -0.2334 1.2558
H8 -0.1578 -2.1042 -0.9595
H9 -0.1965 -3.5002 0.7720
H10 -2.0010 -3.2030 0.5488
H11 -1.1411 -2.4279 1.8172



- What is the formula in the second record?
  C5H11N



- Which value of total charge does entry 1 give?
  +1